(1)
Computed, not measured: C2H4P2S3 as an isolated structure at a distorted geometry, with the ωB97M-V functional and the def2-TZVPD basis.

Values from the calculation:
2S+1	3
<S²>	2.01
Kohn-Sham gap (alpha / beta)	6.5 / 6.4	eV
total charge	0

Structure (XYZ):
```
11
C2H4P2S3 | the OMol25 dataset | the ωB97M-V functional and the def2-TZVPD basis
C -0.308 1.072 -1.262
C -0.559 -1.022 -0.265
P 0.206 -0.635 -1.741
P -1.285 0.528 0.199
S 1.926 0.726 1.169
S -0.026 0.988 1.777
S -0.982 -2.538 0.440
H 0.532 1.632 -0.901
H -0.823 1.612 -2.006
H 2.222 -0.541 0.928
H -0.904 -1.821 1.661
```

(2)
Computed, not measured: C43H61GaN2OP2Si as an isolated structure at a distorted geometry, with the ωB97M-V functional and the def2-TZVPD basis.

Values from the calculation:
Kohn-Sham gap	7.8	eV
total charge	+2

Structure (XYZ):
```
111
C43H61GaN2OP2Si | the OMol25 dataset | the ωB97M-V functional and the def2-TZVPD basis
Ga 0.162 0.932 1.037
C 2.750 1.899 3.481
Si 2.420 0.856 1.977
C 2.496 -0.946 2.465
C 3.727 -1.350 2.997
C 3.870 -2.545 3.681
C 2.760 -3.354 3.873
C 1.549 -3.003 3.298
C 1.401 -1.814 2.578
P -0.170 -1.537 1.686
C -0.297 -3.028 0.584
C -1.104 -2.656 -0.685
C -1.560 -3.903 -1.465
C -0.545 -5.027 -1.292
C -0.510 -5.479 0.177
C -0.869 -4.334 1.146
C -1.467 -1.412 3.010
C -2.828 -0.964 2.395
C -3.883 -2.065 2.463
C -4.188 -2.428 3.920
C -2.925 -2.391 4.799
C -1.646 -2.591 3.980
C 3.468 1.486 0.564
C 4.847 1.493 0.803
C 5.731 2.095 -0.078
C 5.245 2.723 -1.214
C 3.886 2.696 -1.488
C 2.988 2.085 -0.609
P 1.264 1.822 -1.115
C 1.406 0.522 -2.415
C 2.072 -0.727 -1.806
C 2.444 -1.744 -2.907
C 1.542 -1.581 -4.127
C 1.751 -0.197 -4.770
C 2.116 0.877 -3.722
C 0.514 3.361 -1.818
C 1.350 4.378 -2.601
C 0.500 5.627 -2.869
C -0.820 5.315 -3.576
C -1.602 4.212 -2.862
C -0.722 2.981 -2.650
H 3.777 1.727 3.817
H 2.082 1.640 4.303
H 2.647 2.962 3.258
H 4.599 -0.714 2.879
H 4.833 -2.828 4.084
H 2.837 -4.260 4.459
H 0.704 -3.660 3.434
H 0.751 -3.200 0.314
H -0.484 -2.030 -1.334
H -1.988 -2.080 -0.396
H -1.680 -3.653 -2.520
H -2.534 -4.237 -1.100
H 0.439 -4.667 -1.606
H -0.796 -5.869 -1.935
H 0.483 -5.863 0.421
H -1.221 -6.291 0.337
H -0.479 -4.578 2.130
H -1.953 -4.238 1.231
H -1.067 -0.570 3.591
H -2.695 -0.655 1.362
H -3.201 -0.097 2.948
H -3.535 -2.943 1.912
H -4.796 -1.723 1.974
H -4.648 -3.416 3.957
H -4.917 -1.720 4.319
H -2.979 -3.163 5.566
H -2.857 -1.431 5.318
H -1.713 -3.540 3.450
H -0.797 -2.634 4.660
H 5.248 1.003 1.684
H 6.795 2.063 0.115
H 5.922 3.213 -1.901
H 3.528 3.136 -2.406
H 0.361 0.288 -2.659
H 1.398 -1.184 -1.072
H 2.980 -0.441 -1.272
H 2.378 -2.760 -2.514
H 3.482 -1.589 -3.212
H 0.498 -1.709 -3.823
H 1.752 -2.361 -4.858
H 0.840 0.098 -5.294
H 2.547 -0.250 -5.514
H 1.824 1.862 -4.087
H 3.194 0.891 -3.552
H 0.169 3.874 -0.909
H 1.672 3.957 -3.558
H 2.231 4.679 -2.038
H 1.082 6.315 -3.482
H 0.292 6.130 -1.919
H -0.625 5.013 -4.609
H -1.430 6.219 -3.612
H -2.480 3.938 -3.449
H -1.959 4.575 -1.891
H -0.395 2.600 -3.622
H -1.299 2.195 -2.164
N -4.752 4.062 1.837
C -5.078 3.108 0.937
O -6.212 2.878 0.586
C -3.954 2.265 0.361
C -4.298 1.423 -0.692
C -3.342 0.584 -1.242
C -2.071 0.606 -0.712
N -1.737 1.402 0.315
C -2.660 2.225 0.835
H -5.508 4.625 2.195
H -3.816 4.328 2.076
H -5.321 1.444 -1.046
H -3.580 -0.075 -2.066
H -1.287 -0.026 -1.100
H -2.327 2.841 1.660
```

(3)
Computed, not measured: C47H39N5RuSTe as an isolated structure at a distorted geometry, with the ωB97M-V functional and the def2-TZVPD basis.

Values from the calculation:
2S+1	2
<S²>	0.78
Kohn-Sham gap (alpha / beta)	4.7 / 5.5	eV
total charge	-1

Structure (XYZ):
```
94
C47H39N5RuSTe | the OMol25 dataset | the ωB97M-V functional and the def2-TZVPD basis
Ru -0.645 -0.004 -0.657
S -4.781 -0.004 -2.314
C -5.096 -0.004 -0.627
C -6.329 -0.004 0.047
C -6.319 -0.004 1.445
C -5.119 -0.004 2.150
C -3.898 -0.004 1.467
C -3.883 -0.004 0.058
N -2.755 -0.004 -0.742
C -3.076 -0.004 -2.024
C -2.102 -0.004 -3.143
C -2.470 -0.004 -4.500
C -1.502 -0.004 -5.512
C -0.147 -0.004 -5.189
C 0.241 -0.004 -3.854
C -0.729 -0.004 -2.852
H -7.266 -0.004 -0.502
H -7.262 -0.004 1.988
H -5.127 -0.004 3.237
H -2.959 -0.004 2.011
H -3.514 -0.004 -4.804
H -1.810 -0.004 -6.555
H 0.602 -0.004 -5.976
H 1.292 -0.004 -3.582
N -0.834 6.303 -0.717
C -0.671 4.912 -0.711
C -0.871 4.174 -1.874
C -0.832 2.790 -1.802
N -0.645 2.101 -0.657
C -0.512 2.836 0.466
C -0.537 4.223 0.491
H -0.621 6.742 -1.607
H -0.385 6.776 0.062
H -1.057 4.659 -2.825
H -0.967 2.181 -2.692
H -0.391 2.264 1.382
H -0.455 4.747 1.436
C -0.645 -2.146 -0.657
C 0.136 -2.086 -1.884
C 1.531 -2.172 -1.836
C 2.277 -2.205 -3.019
C 1.632 -2.152 -4.258
C 0.238 -2.060 -4.308
C -0.507 -2.028 -3.124
C 2.395 -2.206 -5.471
N 3.012 -2.250 -6.453
H -0.201 -2.554 0.238
H -1.621 -2.613 -0.679
H 2.049 -2.230 -0.881
H 3.362 -2.283 -2.963
H -0.280 -2.021 -5.265
H -1.592 -1.970 -3.181
N -0.645 -0.004 1.455
C -0.644 -0.003 2.713
C -0.208 1.222 3.423
C -0.852 1.613 4.603
C -0.446 2.770 5.272
C 0.599 3.541 4.763
C 1.237 3.160 3.583
C 0.834 2.004 2.911
C -1.079 -1.229 3.419
C -2.164 -1.973 2.940
C -2.569 -3.129 3.609
C -1.889 -3.549 4.752
C -0.801 -2.816 5.227
C -0.394 -1.658 4.562
H -1.680 1.034 5.004
H -0.949 3.072 6.187
H 0.912 4.442 5.283
H 2.048 3.764 3.184
H 1.344 1.719 1.994
H -2.706 -1.655 2.052
H -3.414 -3.703 3.238
H -2.204 -4.451 5.271
H -0.267 -3.149 6.113
H 0.466 -1.108 4.934
C 3.027 -1.828 0.095
Te 2.175 -0.004 -0.657
C 4.245 0.522 -0.915
C 5.109 -0.617 -0.503
C 6.505 -0.540 -0.606
C 7.296 -1.624 -0.212
C 6.694 -2.783 0.288
C 5.301 -2.859 0.393
C 4.509 -1.772 -0.006
H 2.673 -2.673 -0.533
H 2.754 -1.956 1.164
H 4.493 1.398 -0.280
H 4.431 0.718 -1.992
H 6.978 0.355 -0.992
H 8.373 -1.567 -0.293
H 7.305 -3.623 0.593
H 4.841 -3.759 0.781
H 0.411 1.052 0.398
```

(4)
Computed, not measured: C7H7NOS in the gas phase at a distorted geometry, with the ωB97M-V functional and the def2-TZVPD basis.

Values from the calculation:
Kohn-Sham gap (alpha / beta)	8.3 / 8.3	eV
total charge	0

Structure (XYZ):
```
17
C7H7NOS | the OMol25 dataset | the ωB97M-V functional and the def2-TZVPD basis
C 1.584 0.367 0.590
C 2.478 -0.628 0.802
C 0.662 0.072 -0.451
C 0.888 -1.156 -0.991
C -1.704 0.604 -0.015
C -0.479 0.973 -0.815
C -2.570 -1.687 -0.212
N -2.086 -0.596 0.101
O -2.451 -2.835 0.393
S 2.221 -1.961 -0.258
H 1.561 1.287 1.146
H 3.279 -0.664 1.511
H -2.251 1.376 0.507
H -0.213 2.009 -0.605
H -0.703 0.880 -1.882
H 0.354 -1.644 -1.784
H -1.864 -2.839 1.174
```

(5)
Computed, not measured: C3H5N3O in the gas phase at a distorted geometry, with the ωB97M-V functional and the def2-TZVPD basis.

Values from the calculation:
structure (SMILES)	Cn1cnc(=O)[nH]1
Kohn-Sham gap	9.4	eV
total charge	0

Structure (XYZ):
```
12
C3H5N3O | the OMol25 dataset | the ωB97M-V functional and the def2-TZVPD basis
C -0.353 1.274 -0.167
C -1.933 -0.181 0.141
C 1.742 -0.220 0.112
N -1.622 1.164 0.059
N -0.677 -0.890 0.101
N 0.370 0.093 0.005
O -2.970 -0.832 0.122
H 0.102 2.152 -0.369
H 1.859 -0.847 0.891
H 2.046 -0.623 -0.766
H 2.220 0.687 0.192
H -0.784 -1.777 -0.322
```

(6)
Computed, not measured: a 7-piece molecular cluster, C28H56ClN9O7 overall at a distorted geometry, with the ωB97M-V functional and the def2-TZVPD basis.

Values from the calculation:
structure (SMILES)	CC(=O)N(C)[C@H](C#N)[C@@H](C#N)CCCCl.CNC(C)=O.CNC(C)=O.CNC(C)=O.CNC(C)=O.CNC(C)=O.CNC(C)=O
Kohn-Sham gap	9.5	eV
total charge	0

Structure (XYZ):
```
101
C28H56ClN9O7 | the OMol25 dataset | the ωB97M-V functional and the def2-TZVPD basis
C 0.293 0.109 1.694
C 0.416 1.692 2.103
O 0.832 1.973 3.367
N 0.141 2.883 1.213
C 0.784 2.764 -0.151
C -1.329 3.227 1.120
C -1.395 4.856 0.749
N -1.325 6.167 0.639
C -2.177 3.053 2.511
C -3.211 4.366 2.579
N -3.986 5.401 2.661
C -3.155 1.732 2.392
C -4.305 1.855 1.219
C -4.380 0.518 0.227
Cl -2.726 0.015 -0.449
H -0.527 -0.399 2.367
H 1.326 -0.397 2.016
H 0.159 -0.095 0.543
H 1.011 1.671 -0.502
H 1.817 3.350 -0.208
H 0.078 3.241 -0.984
H -1.821 2.654 0.225
H -1.545 3.107 3.494
H -3.749 1.671 3.422
H -2.524 0.726 2.337
H -5.382 1.913 1.726
H -4.124 2.769 0.473
H -4.985 -0.351 0.747
H -5.041 0.861 -0.696
C -1.984 -2.591 5.143
C -0.834 -2.840 4.208
O -0.967 -2.814 2.986
N 0.389 -3.104 4.753
C 0.747 -3.179 6.149
H -2.890 -2.396 4.563
H -2.157 -3.471 5.768
H -1.778 -1.716 5.765
H 1.112 -3.261 4.060
H 1.525 -2.436 6.340
H 1.149 -4.177 6.342
H -0.102 -2.995 6.808
C 0.743 -3.385 -3.094
C 0.787 -3.005 -1.640
O 1.472 -2.070 -1.230
N 0.037 -3.733 -0.764
C -0.824 -4.856 -1.045
H 1.391 -2.716 -3.666
H 1.104 -4.409 -3.224
H -0.277 -3.288 -3.475
H 0.119 -3.416 0.196
H -1.834 -4.600 -0.717
H -0.465 -5.711 -0.468
H -0.841 -5.114 -2.105
C 2.549 7.352 0.315
C 3.198 6.018 0.558
O 2.799 4.988 0.017
N 4.263 5.969 1.409
C 4.876 7.055 2.135
H 1.717 7.231 -0.384
H 2.157 7.753 1.253
H 3.272 8.045 -0.125
H 4.645 5.036 1.522
H 5.925 7.113 1.835
H 4.820 6.824 3.202
H 4.390 8.012 1.944
C 3.416 0.050 -3.199
C 4.566 -0.200 -4.133
O 4.433 -0.173 -5.355
N 5.789 -0.463 -3.589
C 6.147 -0.538 -2.193
H 2.510 0.245 -3.779
H 3.243 -0.830 -2.574
H 3.622 0.925 -2.577
H 6.512 -0.620 -4.282
H 6.925 0.205 -2.002
H 6.549 -1.536 -2.000
H 5.298 -0.354 -1.534
C -5.778 4.908 -2.683
C -5.907 3.648 -1.874
O -5.352 3.510 -0.786
N -6.670 2.637 -2.380
C -7.396 2.604 -3.627
H -5.141 5.620 -2.151
H -5.316 4.687 -3.649
H -6.761 5.364 -2.826
H -6.709 1.822 -1.779
H -8.452 2.437 -3.400
H -7.019 1.766 -4.217
H -7.288 3.528 -4.197
C 1.603 -8.416 -0.495
C 1.437 -8.005 -1.932
O 0.384 -7.536 -2.360
N 2.500 -8.164 -2.771
C 3.808 -8.691 -2.464
H 0.672 -8.229 0.047
H 1.828 -9.484 -0.436
H 2.399 -7.830 -0.028
H 2.312 -7.865 -3.721
H 4.547 -7.921 -2.698
H 3.982 -9.561 -3.102
H 3.906 -8.983 -1.418
```

(7)
Computed, not measured: a 3-piece molecular cluster, C25H29BrF6N2O6S overall at a distorted geometry, with the ωB97M-V functional and the def2-TZVPD basis.

Values from the calculation:
structure (SMILES)	CC(C)CCc1ccc(N=C=S)c2c1C(=O)N(C[C@H](C)Br)C2=O.CCOC(=O)C(F)(F)F.CCOC(=O)C(F)(F)F
Kohn-Sham gap	9.0	eV
total charge	0

Structure (XYZ):
```
70
C25H29BrF6N2O6S | the OMol25 dataset | the ωB97M-V functional and the def2-TZVPD basis
C -3.006 -0.913 -0.652
C -2.806 -0.946 -2.182
C -2.645 -2.410 -2.604
C -1.568 -0.116 -2.539
C -1.013 -0.370 -3.938
C 0.225 0.454 -4.233
C 0.366 1.783 -3.805
C 1.502 2.546 -4.071
C 2.559 1.982 -4.774
N 3.760 2.755 -5.040
C 4.709 2.444 -4.357
S 5.918 2.047 -3.477
C 2.433 0.677 -5.233
C 1.288 -0.060 -4.975
C 1.465 -1.402 -5.614
O 0.744 -2.347 -5.541
N 2.698 -1.385 -6.296
C 2.703 -1.764 -7.723
C 3.466 -3.069 -7.953
C 4.959 -2.849 -8.194
Br 2.663 -4.025 -9.453
C 3.371 -0.170 -6.023
O 4.483 0.086 -6.356
H -2.483 -0.081 -0.190
H -2.630 -1.834 -0.221
H -4.058 -0.818 -0.418
H -3.687 -0.524 -2.656
H -1.714 -2.798 -2.199
H -3.492 -2.969 -2.224
H -2.590 -2.499 -3.685
H -1.870 0.927 -2.472
H -0.794 -0.294 -1.794
H -0.712 -1.404 -4.020
H -1.770 -0.171 -4.693
H -0.418 2.252 -3.235
H 1.592 3.570 -3.749
H 1.692 -1.848 -8.104
H 3.208 -0.995 -8.295
H 3.365 -3.683 -7.070
H 5.161 -1.855 -8.573
H 5.465 -2.922 -7.235
H 5.362 -3.616 -8.840
C -2.528 0.318 5.893
C -1.791 -0.842 5.261
O -2.698 -1.732 4.580
C -3.068 -1.366 3.364
O -2.732 -0.384 2.773
C -3.995 -2.439 2.764
F -4.916 -2.837 3.648
F -3.279 -3.512 2.402
F -4.618 -1.970 1.688
H -3.314 -0.045 6.557
H -1.839 0.933 6.470
H -3.001 0.945 5.139
H -1.309 -1.450 6.023
H -1.020 -0.502 4.572
C 1.137 4.921 9.866
C 1.294 3.724 8.955
O 0.631 2.563 9.498
C -0.674 2.491 9.294
O -1.358 3.276 8.709
C -1.216 1.184 9.895
F -0.736 0.961 11.123
F -0.886 0.134 9.126
F -2.543 1.207 9.984
H 1.491 4.684 10.870
H 1.711 5.763 9.481
H 0.093 5.221 9.944
H 2.340 3.441 8.869
H 0.918 3.927 7.954
```

(8)
Computed, not measured: C5H7NO2 in the gas phase at a distorted geometry, with the ωB97M-V functional and the def2-TZVPD basis.

Values from the calculation:
Kohn-Sham gap (alpha / beta)	6.7 / 6.7	eV
total charge	0

Structure (XYZ):
```
15
C5H7NO2 | the OMol25 dataset | the ωB97M-V functional and the def2-TZVPD basis
C -1.490 -1.019 -0.246
C 1.699 -0.974 0.045
N -0.604 0.056 0.142
C 0.708 0.128 -0.062
C -0.940 1.620 0.352
C 0.872 1.568 -0.052
O -1.762 2.118 -0.412
O 1.697 2.380 -0.335
H -0.932 1.827 1.438
H -2.325 -1.049 0.453
H -1.879 -0.851 -1.254
H -0.976 -1.981 -0.245
H 1.417 -1.769 0.742
H 1.842 -1.448 -0.931
H 2.674 -0.607 0.364
```

Number 1: calculated total energy -53218.5371 eV. Number 2: calculated total energy -129430.0630 eV. Number 3: calculated total energy -77521.3625 eV. Number 4: calculated total energy -21742.5303 eV. Number 5: calculated total energy -9708.0748 eV. Number 6: calculated total energy -70203.9768 eV. Number 7: calculated total energy -138844.5138 eV. Number 8: calculated total energy -10880.2293 eV.